Record 1
Formula: C18H67AgAlN18O18Y
Source: OMol25
Level of theory: ωB97M-V with the def2-TZVPD basis set

**HOMO energy**: -8.758 eV
**Calculated total energy**: -95067.77585 eV
**Kohn-Sham gap**: 3.487 eV

```
124
Properties=species:S:1:pos:R:3:lowdin_charge:R:1
Ag 9.16772 0.63311 -27.48466 0.752
Al 4.04814 -1.50496 -23.27648 0.977
Y 8.25140 -0.56770 -24.29749 1.321
O 6.31972 0.37060 -23.18906 -0.279
H 6.08713 1.05517 -23.84617 -0.039
O 7.38468 0.60289 -25.98301 -0.470
H 6.85720 0.56878 -26.80468 -0.026
O 8.10664 -1.90410 -22.38754 -0.150
H 8.97493 -2.08091 -21.97604 0.020
O 10.27529 0.23964 -25.35826 -0.466
H 10.83047 -0.26305 -25.98564 -0.062
O 6.46118 -1.89119 -24.94647 -0.422
H 6.33244 -1.62304 -25.87709 -0.032
O 9.08491 0.80588 -22.78458 -0.292
H 9.77096 1.22215 -22.22728 0.023
O 9.33527 -2.49541 -24.90434 -0.387
H 10.21194 -2.73233 -25.26468 -0.061
C 3.76629 2.50448 -24.43862 -0.081
C 4.02027 1.98669 -25.82688 -0.291
O 4.62067 0.71779 -25.60048 -0.162
H 2.87092 2.03551 -24.03060 0.074
H 3.39822 3.52917 -24.48991 0.075
H 4.59889 2.46758 -23.73610 0.077
H 4.60470 2.78358 -26.28678 0.096
H 3.10368 1.86125 -26.40328 0.098
H 5.57942 0.69983 -25.64608 -0.002
C 10.20070 -5.53499 -26.67706 -0.785
O 10.12233 -6.71286 -26.87531 0.061
N 9.21264 -4.62947 -26.71843 0.162
N 11.33109 -4.93736 -26.56274 0.160
H 9.16378 -3.73620 -26.24962 0.025
H 8.36211 -4.96635 -27.14646 0.075
H 11.41804 -4.00315 -26.18887 0.081
H 12.09601 -5.55332 -26.32694 0.124
C 12.53140 3.37257 -25.95734 -0.778
O 13.67329 3.83291 -26.17725 -0.023
N 12.25724 2.14304 -25.67248 0.177
N 11.47892 4.11192 -25.82861 0.169
H 12.92893 1.39461 -25.76622 0.119
H 11.31441 1.85557 -25.45219 0.043
H 11.56781 5.10328 -26.00005 0.119
H 10.58157 3.69795 -25.62007 0.069
C 8.06673 3.97919 -24.42293 -0.814
O 8.24688 4.67324 -23.48214 0.089
N 8.80987 2.95286 -24.66476 0.149
N 7.42099 4.26858 -25.50545 0.183
H 8.52881 2.20745 -25.28562 0.040
H 9.36809 2.56046 -23.92011 0.090
H 6.79090 5.05656 -25.55207 0.119
H 7.80537 3.84527 -26.33801 0.059
C 11.38285 -0.66210 -29.12404 -0.765
O 11.23185 0.55106 -28.89137 -0.032
N 11.39717 -1.21940 -30.28858 0.186
N 11.22555 -1.56869 -28.27191 0.190
H 11.30070 -0.67271 -31.13233 0.133
H 11.60653 -2.20513 -30.35647 0.123
H 11.13749 -1.39385 -27.28106 0.090
H 11.55316 -2.47918 -28.56135 0.125
C 5.25835 3.05037 -29.45810 -0.771
O 5.64705 1.95670 -29.72142 0.067
N 4.36338 3.76133 -30.09363 0.166
N 5.89621 3.86840 -28.63386 0.162
H 3.87502 4.47684 -29.57436 0.115
H 3.96280 3.26578 -30.87725 0.121
H 6.81750 3.62357 -28.30010 0.050
H 5.47358 4.70284 -28.25281 0.107
C 9.58182 3.81088 -28.46154 -0.744
O 8.65981 3.06660 -28.24703 -0.020
N 9.49984 5.09107 -28.17134 0.179
N 10.75033 3.51489 -28.99724 0.204
H 8.56849 5.45495 -28.02891 0.112
H 10.22949 5.66059 -28.57551 0.117
H 11.25011 2.64049 -28.92143 0.080
H 11.33416 4.29344 -29.26763 0.116
C 12.91248 -0.70953 -23.18431 -0.845
O 13.91810 -1.11822 -22.66967 0.044
N 12.29426 0.31292 -22.71325 0.183
N 12.41010 -1.18278 -24.25621 0.180
H 12.85279 1.01825 -22.25429 0.131
H 11.32415 0.49449 -22.92778 0.060
H 11.60015 -0.65000 -24.53944 0.024
H 12.56128 -2.14472 -24.52441 0.116
C 4.74252 -4.72224 -25.59669 -0.746
O 3.93266 -3.96693 -25.09646 -0.061
N 5.98435 -4.38888 -25.86193 0.185
N 4.38915 -5.89158 -26.10618 0.164
H 6.50446 -5.03848 -26.43432 0.093
H 6.23606 -3.49946 -25.45490 0.040
H 5.09161 -6.56545 -26.37553 0.111
H 3.42336 -6.08020 -25.87864 0.115
C 0.42121 -2.38907 -26.30117 -0.064
C 1.81298 -1.93489 -26.64255 -0.378
C 1.89365 -1.29197 -28.14413 -0.127
O 1.24547 -0.00428 -28.16945 -0.171
C 1.98766 0.89593 -28.91629 -0.155
N 2.28458 -0.97408 -25.67094 0.023
H 0.01980 -1.97507 -25.37620 0.070
H 0.24090 -3.46404 -26.30605 0.081
H -0.40164 -1.92875 -26.84809 0.078
H 2.48835 -2.77007 -26.45693 0.101
H 1.49709 -1.97664 -28.89384 0.124
H 2.97160 -1.29698 -28.30566 0.100
H 3.07141 0.88055 -28.80081 0.073
H 1.57778 1.90593 -28.91878 0.088
H 1.81801 0.64252 -29.96276 0.087
H 2.57707 -0.14854 -26.17396 0.039
H 1.45107 -0.68492 -25.17927 0.062
C 7.02731 -2.65172 -28.33850 -0.033
C 7.04000 -1.61028 -29.51257 -0.392
C 5.78490 -1.65456 -30.43545 -0.189
O 5.41927 -2.94984 -30.86160 -0.196
C 6.25406 -3.69559 -31.72733 -0.082
N 7.39729 -0.28774 -29.02671 0.027
H 7.83765 -2.50075 -27.62531 0.058
H 6.93050 -3.64401 -28.77907 0.077
H 6.10972 -2.40512 -27.80434 0.068
H 7.89421 -1.90587 -30.12171 0.118
H 5.76858 -0.81043 -31.12485 0.120
H 4.93827 -1.26590 -29.86952 0.106
H 5.77489 -4.66863 -31.61921 0.097
H 7.24105 -3.74864 -31.26783 0.076
H 6.21113 -3.23751 -32.71547 0.093
H 7.44617 0.37646 -29.78602 0.070
H 6.61164 0.12262 -28.54249 0.042
```

Record 2
Formula: C18H6BrCl3CrF5NO2S2
Source: OMol25
Level of theory: ωB97M-V with the def2-TZVPD basis set

**ΔE to the lowest compared entry with this formula, charge and spin**: 0.0 kcal/mol
**HOMO energy (alpha / beta)**: -5.527 / -5.477 eV
**Calculated total energy**: -195641.90400 eV
**Expectation value of S²**: 0.774
**Multiplicity**: 2
**Net charge**: -1
**Kohn-Sham gap (alpha / beta)**: 7.482 / 7.740 eV

```
39
Properties=species:S:1:pos:R:3:mulliken_spin:R:1
Cr 0.13532 0.07451 0.17311 1.072
F -2.69903 -6.18807 1.22611 0.000
C -2.29000 -5.06740 0.62016 -0.001
C -0.96196 -4.90538 0.27181 -0.004
F -0.08031 -5.87584 0.54557 0.000
C -0.55252 -3.74351 -0.35737 -0.022
F 0.74573 -3.65518 -0.66569 0.000
C -1.42375 -2.70834 -0.65445 0.012
S -0.91285 -1.21570 -1.45701 -0.006
C -2.75201 -2.90651 -0.29773 0.012
F -3.67174 -1.96828 -0.54016 0.002
C -3.19162 -4.06012 0.32909 0.001
F -4.48069 -4.20899 0.65838 0.000
Cl 2.24985 -0.99878 -0.00118 -0.001
C 2.75719 -0.59170 -1.63245 -0.003
C 3.77176 -1.35949 -2.16835 -0.002
C 4.22270 -1.06229 -3.44480 -0.002
C 3.64539 -0.00937 -4.13763 0.001
C 2.62792 0.72921 -3.56141 -0.001
Cl 1.95637 2.03417 -4.50090 0.000
C 2.12662 0.47186 -2.27926 0.000
S 0.85240 1.42252 -1.55084 -0.027
H 4.18755 -2.17426 -1.59402 0.001
H 5.01147 -1.64697 -3.89648 0.000
H 3.97409 0.24800 -5.13454 0.000
Cl -0.36863 -1.25912 1.95925 0.000
Br 0.45250 6.27746 4.41068 0.000
C -0.68442 5.14565 3.40814 0.000
C -2.03571 5.44267 3.31662 0.000
N -2.89469 4.69475 2.63238 0.000
C -2.41389 3.62154 2.01005 0.000
C -1.07636 3.25277 2.05147 -0.004
C -0.18137 4.02844 2.77122 0.000
C -0.59516 2.03664 1.33926 -0.007
O 0.56996 1.60179 1.54287 -0.008
O -1.33879 1.43915 0.51796 -0.013
H -2.42954 6.31884 3.81821 0.000
H -3.11369 3.01494 1.44955 0.000
H 0.86187 3.75039 2.82237 0.001
```

Q: Which value of calculated total energy does entry 2 give?
A: -195641.90400 eV